[1]
C52H43N2O7P2S2SiSn | ωB97M-V with the def2-TZVPD basis set

XYZ file:
```
110
Properties=species:S:1:pos:R:3:mulliken_charge:R:1
Sn 1.94145 0.15585 0.98619 1.00
S 2.70036 4.10464 0.26917 -0.56
P 1.56040 3.61980 -1.24630 1.79
C 0.27613 2.48979 -0.81978 -0.16
P -1.39602 2.53603 -1.06156 0.41
S -0.75960 3.18312 0.72159 -0.39
C -2.32288 3.71050 -2.06179 0.43
C -2.68373 4.95986 -1.57021 -0.42
C -3.38169 5.84155 -2.38239 -0.54
C -3.71145 5.47988 -3.67993 -0.47
C -3.34246 4.23544 -4.17507 -0.75
C -2.65249 3.34689 -3.36772 -0.40
C -2.19111 0.95035 -1.22811 -0.15
C -1.39820 -0.19495 -1.27252 0.97
C -2.01045 -1.43966 -1.32710 -0.04
C -3.39262 -1.53345 -1.31421 -0.74
C -4.18316 -0.38565 -1.27760 -0.85
C -3.58549 0.86043 -1.24388 -0.73
C 2.38909 2.73570 -2.59557 -0.37
C 3.28991 3.42218 -3.41055 -0.38
C 3.94055 2.75970 -4.43639 -0.69
C 3.69426 1.40719 -4.65815 -0.58
C 2.80607 0.71942 -3.84780 -0.73
C 2.15853 1.37971 -2.80952 0.78
C 0.88639 5.11138 -2.06162 0.01
C 0.42687 5.05832 -3.37753 -0.19
C -0.11706 6.18352 -3.97549 -0.66
C -0.22219 7.36897 -3.25828 -0.49
C 0.21667 7.42341 -1.94400 -0.64
C 0.77437 6.29904 -1.34804 -0.62
H -2.40683 5.23625 -0.56092 0.37
H -3.66082 6.81519 -2.00111 0.42
H -4.25527 6.17110 -4.31153 0.40
H -3.59630 3.95509 -5.18919 0.40
H -2.37599 2.36947 -3.74564 0.52
H -0.31414 -0.13070 -1.27090 -0.39
H -1.39199 -2.32878 -1.37975 0.39
H -3.86375 -2.50792 -1.33508 0.41
H -5.26239 -0.46784 -1.26708 0.39
H -4.19348 1.75752 -1.21937 0.54
H 3.48130 4.47494 -3.23605 0.45
H 4.64141 3.29560 -5.06456 0.38
H 4.20239 0.89212 -5.46429 0.39
H 2.59348 -0.33123 -4.00247 0.46
H 1.48803 0.81479 -2.17396 -0.14
H 0.51118 4.13620 -3.94115 0.46
H -0.46178 6.13466 -5.00098 0.41
H -0.64700 8.24879 -3.72635 0.40
H 0.13746 8.34623 -1.38253 0.39
H 1.14922 6.33234 -0.33239 0.32
N 2.24345 1.08725 3.33153 -0.30
N 3.24567 0.31354 3.93878 -0.18
C 3.52416 -0.96915 3.39808 0.40
O 4.18149 -1.73072 4.08977 -0.72
O 3.08472 -1.19800 2.20666 -0.80
H 2.51577 2.06155 3.28647 0.31
H 1.34114 0.97757 3.78484 0.01
H 3.23766 0.29393 4.94938 0.27
O 0.82635 -1.77653 -2.90315 -0.79
C 1.44561 -2.09831 -1.87905 -0.22
O 1.66749 -1.35552 -0.87588 -0.26
C 2.03852 -3.49673 -1.80235 -0.11
C 2.92980 -3.82827 -0.79079 -0.27
C 3.48725 -5.10723 -0.69631 -1.34
C 3.09755 -6.01899 -1.64456 1.14
O 3.49496 -7.33079 -1.77976 -0.52
C 2.74028 -7.85482 -2.86709 -0.31
O 2.00934 -6.79261 -3.46423 -0.53
C 2.20794 -5.69388 -2.65093 1.07
C 1.66496 -4.44234 -2.76718 -1.09
H 3.17876 -3.07202 -0.05788 0.60
H 4.18103 -5.37002 0.09020 0.46
H 2.04405 -8.61311 -2.49269 0.26
H 3.42192 -8.28502 -3.60403 0.25
H 0.98059 -4.16293 -3.55573 0.49
O 0.16391 -0.44435 1.83152 1.72
Si -0.59939 -1.42983 2.83955 -1.48
C 0.21653 -1.44866 4.54059 0.48
C 1.20372 -2.37725 4.87148 -0.30
C 1.89197 -2.30002 6.07560 -0.34
C 1.59832 -1.28906 6.97840 -0.66
C 0.61447 -0.35386 6.67424 -0.64
C -0.06857 -0.43924 5.46897 -0.24
C -0.68156 -3.18334 2.18339 -0.22
C -1.33806 -4.19284 2.89325 -0.23
C -1.44080 -5.47856 2.38392 -0.85
C -0.88438 -5.77823 1.14497 -0.76
C -0.22001 -4.79319 0.42959 -0.39
C -0.11681 -3.50762 0.94839 0.95
C -2.34902 -0.78870 3.14768 -0.06
C -3.15601 -1.27483 4.18063 -0.02
C -4.43456 -0.78084 4.39439 -0.73
C -4.93257 0.22800 3.57929 -0.68
C -4.14444 0.73351 2.55620 -0.40
C -2.86774 0.22639 2.34446 0.32
H 1.46825 -3.15359 4.16213 0.29
H 2.68247 -3.00743 6.28795 0.35
H 2.14150 -1.22207 7.91360 0.34
H 0.37897 0.43670 7.37721 0.39
H -0.84274 0.28906 5.24592 0.43
H -1.77550 -3.97626 3.86263 0.20
H -1.95260 -6.24741 2.95068 0.39
H -0.96284 -6.78129 0.74261 0.40
H 0.22664 -5.02117 -0.53188 0.27
H 0.41661 -2.74565 0.38593 0.25
H -2.77427 -2.04320 4.84523 0.26
H -5.04029 -1.17461 5.20206 0.40
H -5.92802 0.62166 3.74761 0.36
H -4.52274 1.52601 1.92155 0.44
H -2.24604 0.63215 1.55563 0.11
```

Values from the calculation:
molar mass: 1080.802 Da
net charge: -1
Kohn-Sham gap: 0.2634 Eh
LUMO level: 0.0737 Ha
DFT total energy: -4626.68360 a.u.

=====

[2]
C52H44BF9N7OPRu | ωB97M-V with the def2-TZVPD basis set

XYZ file:
```
116
Properties=species:S:1:pos:R:3:lowdin_spin:R:1
Ru 0.70622 -0.21851 0.16191 2.46
C -0.06763 -4.95818 2.16110 0.00
C -0.11037 -3.43558 2.24926 0.02
C 0.30261 -2.61732 3.32022 0.02
C -0.08641 -1.30570 2.97740 0.02
N -0.42679 -1.31186 1.67005 0.07
N -0.66869 -2.68019 1.33142 0.01
B -1.10893 -3.32231 -0.05842 0.02
N 0.24629 -3.14842 -0.85017 0.01
N 1.20127 -2.08428 -0.68235 0.01
C 2.34974 -2.53020 -1.32231 0.01
C 2.12958 -3.86175 -1.76307 0.00
C 0.80649 -4.19348 -1.50648 0.02
C 0.11771 -5.47315 -2.01623 0.00
C 3.46864 -1.75570 -1.88398 0.00
C 4.11576 -0.53210 -1.51763 0.00
C 5.03480 0.04706 -2.34723 0.00
C 5.62883 -0.67917 -3.40485 0.00
C 5.10795 -1.92486 -3.66091 0.00
C 3.98552 -2.40763 -3.01443 0.00
N -2.49551 -2.91703 -0.78129 0.23
N -3.08084 -1.65933 -0.62722 0.07
C -3.98919 -1.52487 -1.59094 0.14
C -4.05557 -2.75348 -2.31719 0.11
C -3.15572 -3.65494 -1.75143 0.00
C -3.07547 -5.15236 -1.85092 0.00
C -4.73165 -0.27575 -1.93316 0.10
C -5.51664 -0.31700 -3.08035 0.09
C -6.53012 0.62253 -3.27421 0.00
C -6.58994 1.75187 -2.46404 0.14
C -5.69781 1.89819 -1.41811 0.01
C -4.72642 0.91473 -1.18413 0.09
C -0.33692 -0.37511 4.08678 0.00
C 0.75768 -0.09675 4.94641 0.00
C 0.55924 0.48691 6.18241 0.00
C -0.75539 0.77869 6.60521 0.00
C -1.82448 0.47486 5.77064 0.00
C -1.63924 -0.06669 4.51125 0.00
H 0.49008 -5.36128 3.04210 0.00
H -1.10372 -5.35643 2.10140 0.00
H 0.57388 -5.24233 1.27843 0.00
H 0.88228 -2.85110 4.22169 0.00
H -1.44531 -4.42652 0.12206 0.00
H 2.82098 -4.53352 -2.20194 0.00
H 0.89886 -6.09000 -2.50040 0.00
H -0.37513 -6.06309 -1.20766 0.00
H -0.67392 -5.14660 -2.71417 0.00
H 3.76811 -0.01665 -0.63107 0.00
H 5.38745 1.06888 -2.17010 0.00
H 6.42060 -0.22824 -4.00537 0.00
H 5.51367 -2.52682 -4.49422 0.00
H 3.46675 -3.25538 -3.46805 0.00
H -4.59073 -2.93990 -3.21146 0.00
H -4.12128 -5.54583 -1.90097 0.00
H -2.49954 -5.55506 -2.68092 0.00
H -2.52688 -5.48281 -0.96878 0.00
H -5.33863 -1.09656 -3.87059 0.00
H -7.29427 0.45551 -4.03621 0.00
H -7.28921 2.57370 -2.66161 0.01
H -5.69710 2.75224 -0.77082 0.00
H -3.95459 1.03963 -0.43119 0.00
H 1.76123 -0.31306 4.51125 0.00
H 1.37827 0.74296 6.84014 0.00
H -0.91462 1.29617 7.53950 0.00
H -2.84581 0.71660 6.03591 0.00
H -2.42100 -0.18849 3.78492 0.00
N 2.40809 -0.46781 1.41669 0.11
C 2.65322 0.75469 2.22011 0.02
C 3.67678 0.78974 3.19780 0.00
C 3.76711 1.87174 4.07463 0.01
C 2.72507 2.79636 4.08298 0.00
C 1.69738 2.73200 3.14765 0.01
C 1.71404 1.83818 2.07803 0.02
P 0.79047 2.16850 0.51126 -0.01
C 1.75952 3.57242 -0.04284 -0.01
C 1.85227 4.79285 0.65541 0.00
C 2.62693 5.86334 0.16393 0.00
C 3.38149 5.68235 -0.99476 0.00
C 3.36647 4.42785 -1.67301 0.00
C 2.66269 3.37965 -1.09728 0.00
C -0.73261 2.91370 1.06181 0.00
C -1.15667 4.15321 0.61183 0.00
C -2.41478 4.64614 0.93865 0.00
C -3.30894 3.91348 1.69835 0.00
C -2.90963 2.69163 2.15609 0.00
C -1.63166 2.18156 1.86632 0.00
H 1.98085 -1.18481 1.98473 0.01
H 3.20286 -0.89562 0.97284 0.01
H 4.37836 -0.05167 3.34567 0.00
H 4.62398 1.97339 4.74440 0.00
H 2.63943 3.53026 4.90278 0.00
H 0.91419 3.46095 3.26994 0.00
H 1.24875 4.89184 1.59789 0.00
H 2.56259 6.85604 0.65416 0.00
H 3.94667 6.48958 -1.40562 0.00
H 3.86818 4.33824 -2.63158 0.00
H 2.88837 2.38352 -1.43785 0.00
H -0.48624 4.71667 0.00777 0.00
H -2.68334 5.64430 0.59997 0.00
H -4.31789 4.26601 1.88152 0.00
H -3.54101 2.12092 2.82862 0.00
H -1.29317 1.20350 2.26383 0.00
F -0.41023 -0.32146 -4.87088 0.00
C 0.50437 -0.44536 -3.86766 0.00
F 0.32373 -1.65468 -3.30172 0.00
F 1.74761 -0.44478 -4.44395 0.00
C 0.31572 0.73245 -2.81933 0.02
O 1.14776 0.51661 -1.67898 0.12
C 0.80295 2.06067 -3.52712 0.00
F 0.27463 2.12609 -4.78344 0.00
F 2.14069 2.04412 -3.58620 0.00
F 0.35396 3.18372 -2.89171 0.00
C -1.19481 0.85206 -2.39965 0.01
F -1.33123 1.72683 -1.32489 0.01
F -1.61785 -0.35695 -2.01966 0.02
F -2.03616 1.36884 -3.36242 0.00
```

Values from the calculation:
spin multiplicity: 5
molar mass: 1096.810 Da
net charge: +2
Kohn-Sham gap (spin up / spin down): 0.2604 / 0.1722 Eh
LUMO level (spin up / spin down): -0.2204 / -0.3085 Ha
DFT total energy: -3825.76233 a.u.

=====

[3]
C52H44IN7O2P2SSr | ωB97M-V with the def2-TZVPD basis set

XYZ file:
```
110
Properties=species:S:1:pos:R:3:mulliken_charge:R:1
Sr -0.56190 -1.43030 0.29414 1.18
N -0.34937 -7.50790 -0.43212 -0.57
C -0.43517 -6.32908 0.31052 1.13
C -1.33472 -5.32396 -0.08070 -1.32
C -1.36167 -4.13032 0.58902 0.91
C -0.52783 -3.90164 1.72716 -0.07
C 0.29836 -4.91630 2.12345 -1.01
C 0.37026 -6.11114 1.40407 -0.95
S -0.70629 -2.34668 2.96760 0.51
O 0.41777 -1.45643 2.65663 -0.29
O -0.66520 -2.93551 4.28010 -0.68
N -2.06326 -1.60245 2.50990 -0.25
C -3.16548 -2.39299 2.44488 0.70
N -3.22505 -3.57248 3.09165 -0.42
C -4.29555 -4.32037 2.86119 -0.28
C -5.32789 -3.93149 2.03106 -0.51
C -5.20203 -2.66081 1.47062 -0.14
N -4.15989 -1.88392 1.67116 -0.48
H -1.15037 -7.71953 -1.00248 0.22
H 0.02228 -8.30886 0.05015 0.21
H -1.97361 -5.46557 -0.94524 0.21
H -2.09032 -3.38810 0.27203 0.38
H 0.91000 -4.79734 3.01057 0.44
H 1.06844 -6.88210 1.71281 0.29
H -4.32778 -5.27866 3.37350 0.39
H -6.18376 -4.56350 1.84093 0.39
H -5.98163 -2.25715 0.82956 0.40
N -0.06022 -6.99305 -9.21031 -0.63
C -0.10868 -6.43742 -8.20320 0.01
C -0.17445 -5.75007 -6.95358 0.68
C 0.64652 -4.64416 -6.72172 -0.86
C 0.58060 -3.98685 -5.50695 0.20
C -0.30565 -4.41557 -4.52045 -0.62
C -1.12400 -5.51581 -4.76385 0.14
C -1.06236 -6.18894 -5.97016 -0.91
C -0.35724 -3.67698 -3.22716 1.49
C 0.77242 -3.84813 -2.42064 -0.70
C 1.79517 -4.82552 -2.65478 -0.58
C 2.66729 -4.74050 -1.59834 -1.84
C 2.15497 -3.70723 -0.76830 -0.74
N 1.05170 -3.17007 -1.24823 1.26
C -1.52124 -2.92350 -3.03100 -1.00
C -2.61378 -2.80659 -3.94785 -0.71
C -3.50251 -1.91965 -3.39129 -1.45
C -2.91660 -1.50970 -2.16365 -0.77
N -1.75115 -2.09172 -1.95164 1.03
H 1.32808 -4.31073 -7.49260 0.43
H 1.20384 -3.12449 -5.30483 0.57
H -1.80775 -5.83730 -3.98881 0.48
H -1.69199 -7.04865 -6.15683 0.41
H 1.83817 -5.51669 -3.48255 0.53
H 3.55457 -5.32992 -1.42343 0.42
H 2.58870 -3.34805 0.15664 0.79
H -2.70110 -3.29943 -4.90398 0.50
H -4.43432 -1.56905 -3.80760 0.41
H -3.30716 -0.78506 -1.45949 0.52
I 1.22321 0.23849 -2.60103 -0.67
C -1.17255 1.05273 0.15211 -1.24
H -0.28795 1.68664 0.02313 0.19
H -1.74527 1.46386 0.99842 0.23
H -1.78343 1.19428 -0.75391 0.24
C 4.37961 2.68769 3.73281 -1.62
P 3.02899 1.69985 2.86653 -0.41
C 2.36310 3.00591 1.75656 1.01
C 1.74010 4.06434 2.42638 -0.55
C 1.18488 5.12262 1.73238 -0.64
C 1.20848 5.12744 0.34294 -0.48
C 1.78147 4.06517 -0.33327 -0.74
C 2.35872 3.01190 0.36684 -0.28
C 3.94724 0.54068 1.78878 1.06
C 3.30730 -0.02904 0.69160 -0.31
C 3.96978 -0.92031 -0.14469 -0.58
C 5.26171 -1.32184 0.15186 -1.16
C 5.88647 -0.81955 1.28586 -0.35
C 5.23994 0.10466 2.08891 -0.56
P 5.32704 3.96043 2.78053 0.12
C 6.48332 4.59139 4.06342 0.53
C 7.65771 5.23592 3.66298 -0.41
C 8.49881 5.83583 4.58416 -0.64
C 8.18408 5.81763 5.93739 -0.42
C 7.01787 5.19295 6.35083 -0.62
C 6.17768 4.58921 5.42446 -0.42
C 6.48485 2.94538 1.78698 0.19
C 6.16779 2.75457 0.44491 -0.48
C 6.94274 1.92907 -0.35867 -0.51
C 8.07290 1.32126 0.16283 -0.44
C 8.41820 1.52837 1.49294 -0.66
C 7.62265 2.32335 2.30052 -0.09
H 5.04000 1.99975 4.26349 0.91
H 3.83256 3.23058 4.50839 0.64
H 1.68705 4.05466 3.51100 0.27
H 0.71382 5.93414 2.27418 0.35
H 0.74644 5.93726 -0.20830 0.35
H 1.75625 4.01682 -1.41450 0.40
H 2.77903 2.19777 -0.20696 0.45
H 2.28257 0.20361 0.43189 0.56
H 3.44123 -1.27673 -1.02068 0.36
H 5.77314 -2.02680 -0.49296 0.42
H 6.89506 -1.12730 1.53832 0.45
H 5.76946 0.49540 2.94569 0.36
H 7.91956 5.25893 2.61105 0.40
H 9.40513 6.32137 4.24256 0.37
H 8.84164 6.28625 6.65901 0.35
H 6.75578 5.16796 7.40176 0.38
H 5.27685 4.10550 5.77890 0.25
H 5.28742 3.22860 0.03185 0.45
H 6.64925 1.75540 -1.38614 0.40
H 8.67834 0.67629 -0.46188 0.39
H 9.29551 1.04597 1.90802 0.35
H 7.88164 2.45247 3.34573 0.41
```

Values from the calculation:
molar mass: 1107.510 Da
net charge: -2
Kohn-Sham gap: 0.1653 Eh
LUMO level: 0.1307 Ha
DFT total energy: -3951.12345 a.u.

=====

Q: Look up the molar mass of the second one.
A: 1096.810 Da

=====

Q: What is the DFT total energy in the first record?
A: -4626.68360 a.u.

=====

Q: Which value of molar mass does entry 1 give?
A: 1080.802 Da

=====

Q: molar mass of number 1 (C52H43N2O7P2S2SiSn)?
A: 1080.802 Da